[1]
Entry from OMol25: a molecular structure, H26NeO13 in a non-equilibrium geometry (ωB97M-V/def2-TZVPD).

The spin multiplicity is 1. The calculation puts the energy relative to the best compared isomer or geometry (same formula, charge and spin) at 111.1 kJ/mol. The LUMO energy is -0.6 eV. The gap between HOMO and LUMO comes out at 9.23 eV. For the HOMO energy, the calculation gives -9.85 eV.

Geometry as XYZ:
```
40
Properties=species:S:1:pos:R:3:forces:R:3
Ne -1.5972 -18.0084 19.8971 0.070 -0.120 -0.026
O -1.1327 -21.0858 19.3251 -0.254 -0.336 0.445
H -0.3989 -20.5072 19.5325 0.643 0.186 0.231
H -1.4718 -20.7546 18.4935 -0.310 -0.056 -0.363
O -2.9529 -16.6625 17.6656 0.057 0.438 -0.356
H -3.5231 -17.2122 18.2032 -0.299 -0.500 0.460
H -3.5251 -16.3254 16.9762 -0.101 0.114 -0.343
O -1.2199 -15.4735 21.4745 -0.495 0.659 0.252
H -0.4398 -15.9891 21.2702 0.494 -0.139 -0.201
H -1.9523 -16.0402 21.2325 -0.311 -0.439 0.208
O 0.3654 -18.9298 22.9809 0.304 -0.074 -0.257
H 0.6551 -18.0645 23.2699 0.022 0.227 0.159
H -0.5430 -18.9900 23.2767 -0.339 -0.061 0.025
O -4.2166 -17.8787 23.3844 -0.151 -0.369 0.916
H -3.9753 -17.2557 22.6988 0.224 0.126 -0.269
H -4.8440 -18.4668 22.9642 -0.118 -0.176 0.024
O -1.9158 -14.2964 18.9206 -0.066 0.566 -0.512
H -1.8216 -14.6980 19.7843 0.403 -0.065 0.676
H -2.3421 -14.9685 18.3886 -0.043 -0.256 -0.058
O -5.3506 -17.8003 18.7685 0.257 0.145 0.176
H -5.7915 -18.6463 18.6909 -0.036 -0.416 0.016
H -5.7093 -17.2761 18.0524 -0.285 0.224 -0.125
O 2.3237 -18.2696 17.5316 0.149 -0.090 -0.031
H 1.4682 -17.8413 17.5631 -0.586 0.098 0.001
H 2.9417 -17.5919 17.8054 0.345 0.144 -0.022
O -0.6850 -17.9245 17.2188 1.104 -0.424 -0.106
H -1.4526 -17.3525 17.2151 -0.734 0.558 0.332
H -0.2499 -17.7476 16.3848 0.133 -0.055 -0.421
O 1.3973 -19.5801 19.9151 -0.128 -0.391 0.213
H 1.7132 -19.0204 19.2057 0.233 -0.001 -0.444
H 1.1820 -18.9723 20.6225 -0.258 0.066 0.424
O -1.9963 -20.3337 16.7730 -0.661 -0.456 -0.235
H -1.3016 -20.8486 16.3625 0.157 -0.239 -0.124
H -1.5989 -19.4775 16.9313 0.427 0.655 0.057
O -3.6887 -16.7532 21.0638 0.142 0.400 -0.204
H -4.2200 -17.3942 20.5916 -0.183 -0.300 -0.370
H -4.1831 -15.9362 20.9976 -0.192 0.419 -0.079
O 0.9784 -16.5741 20.4272 0.314 -0.320 -0.005
H 1.8442 -16.4931 20.8273 0.289 0.024 0.230
H 1.0756 -16.1763 19.5620 -0.217 0.238 -0.292
```
Positions in Å, forces in eV/Å.

[2]
Entry from OMol25: 13 unconnected molecules or ions with the total composition H26O13 in a non-equilibrium geometry (ωB97M-V/def2-TZVPD).

The spin multiplicity is 1. The calculation puts the energy relative to the best compared isomer or geometry (same formula, charge and spin) at 503.2 kJ/mol. The LUMO energy is -0.6 eV. The gap between HOMO and LUMO comes out at 10.17 eV. For the HOMO energy, the calculation gives -10.79 eV.

Geometry as XYZ:
```
39
Properties=species:S:1:pos:R:3:forces:R:3
H 0.4981 0.4223 -0.1986 -0.594 -0.826 -0.129
H 1.7936 0.7984 0.6072 -1.329 0.429 -1.996
H 0.3155 -2.6307 2.9807 -2.441 3.065 0.027
H 1.0301 -3.5494 1.9674 -0.188 0.585 1.166
H 4.4339 -2.0066 1.7389 -2.288 -0.790 -1.434
H 3.5629 -1.5322 0.5295 0.038 -0.439 0.192
H -1.4552 2.2401 1.3856 -0.572 0.068 0.447
H -0.1629 2.7440 0.8335 -0.753 -0.097 -0.607
H 2.1773 4.5956 3.1865 -0.123 0.367 -1.084
H 2.0764 5.5287 1.9111 0.016 -0.008 0.331
H -1.7455 -1.9706 -1.1109 1.004 0.736 -1.175
H -1.1723 -0.8288 -0.5245 0.462 2.078 2.434
H 2.3767 -1.4330 -2.2680 -1.114 -1.382 0.862
H 3.0568 -0.7227 -3.3061 0.242 0.713 1.586
H -1.6259 3.4616 -1.9878 -2.401 0.104 0.298
H -3.0790 3.8070 -2.5840 0.517 -0.121 0.118
H 0.2313 -2.7095 -3.2291 -0.717 -0.551 -0.353
H -0.8551 -3.6928 -3.7150 -3.832 -1.677 1.408
H -4.0032 -2.0435 -0.1348 -0.852 0.403 -1.965
H -2.7279 -1.5234 0.6250 -1.198 -0.375 -0.191
H -3.3376 0.2627 3.8105 -1.147 -1.831 0.015
H -2.2591 0.8087 2.7683 -1.585 -0.040 2.203
H 3.0170 -0.0849 2.6771 0.055 -0.081 -0.002
H 1.6788 0.3815 2.2214 -2.216 3.219 -2.812
H -2.2590 -0.1470 -3.6274 0.394 -0.003 -0.231
H -1.2649 -0.3179 -4.7802 1.305 -2.225 -1.453
O 1.1455 1.0994 -0.1069 2.369 0.463 1.797
O 0.8977 -3.3126 2.9139 2.705 -3.690 -1.106
O 3.5822 -2.2348 1.2050 2.400 1.122 0.975
O -1.1059 2.6102 0.5810 1.189 0.156 0.218
O 2.0677 4.6144 2.2106 0.073 -0.434 0.746
O -1.1528 -1.2001 -1.3620 -1.407 -2.950 -1.403
O 2.9203 -0.6737 -2.3138 0.932 0.607 -2.394
O -2.6202 3.5035 -1.7872 1.758 -0.027 -0.448
O -0.0744 -3.3158 -3.9290 4.468 2.317 -1.033
O -3.5468 -2.0574 0.6693 1.871 0.023 2.283
O -2.7778 0.9761 3.6266 2.706 1.794 -2.194
O 2.0698 -0.1712 2.7950 1.879 -2.953 3.225
O -1.7060 0.3042 -4.2786 -1.625 2.254 1.681
```
Positions in Å, forces in eV/Å.

[3]
Entry from OMol25: 13 unconnected molecules or ions with the total composition H26O13 in a non-equilibrium geometry (ωB97M-V/def2-TZVPD).

The spin multiplicity is 1. The calculation puts the energy relative to the best compared isomer or geometry (same formula, charge and spin) at 506.3 kJ/mol. The LUMO energy is -0.4 eV. The gap between HOMO and LUMO comes out at 10.66 eV. For the HOMO energy, the calculation gives -11.08 eV.

Geometry as XYZ:
```
39
Properties=species:S:1:pos:R:3:forces:R:3
H -0.9284 -1.6154 -0.3664 1.495 1.662 1.645
H 0.2692 -0.5822 0.1282 -0.005 -0.193 -0.378
H -2.2893 2.3950 -0.5212 -1.305 3.015 0.395
H -2.2640 3.9890 -0.4814 0.045 -0.310 -0.298
H -0.4321 -1.6933 -3.7246 0.265 -0.420 -0.770
H -0.2739 -2.7477 -4.8557 -1.062 -0.429 -1.929
H 4.3375 0.6682 2.1568 0.357 -1.262 0.489
H 4.3636 2.1220 1.8747 -1.445 -1.264 -0.214
H 0.6821 0.5637 -3.3923 1.946 0.108 1.100
H 0.5086 0.6633 -4.9735 -0.052 -0.187 1.445
H -0.5521 -1.2081 3.3061 -0.587 2.476 -2.613
H 0.3271 -1.3257 4.6192 -1.014 0.085 -0.818
H -4.2343 -1.6649 1.1419 0.314 2.304 -0.315
H -3.6347 -2.9764 0.6069 -0.619 0.544 0.561
H -3.2639 -0.0002 -1.5116 -2.126 1.090 0.924
H -3.6108 1.4141 -1.0756 -0.803 0.020 0.021
H -0.1910 3.7711 -0.6740 -0.133 -1.109 -0.160
H -0.6952 2.6190 0.1945 0.482 -0.123 0.168
H 1.4352 1.8649 -2.2963 0.026 0.405 0.321
H 1.7603 0.4247 -1.8926 0.982 1.879 0.735
H 1.8778 -0.7703 4.0396 -2.672 0.546 -1.344
H 2.8350 -1.3816 4.8677 0.826 -0.005 0.020
H -0.5217 1.0218 2.6168 2.292 1.104 -0.370
H 0.5065 2.2312 2.5195 -0.062 1.594 0.301
H 3.1077 -3.2258 -2.7631 -0.239 1.048 2.771
H 2.3620 -2.6471 -1.4134 0.398 -0.427 -0.733
O -0.5566 -1.0133 0.3686 -1.479 -1.327 -1.123
O -2.8325 3.2403 -0.3020 -0.691 -2.385 0.116
O 0.0631 -2.4704 -4.0431 0.871 0.833 2.638
O 3.7402 1.3311 1.8533 1.036 2.569 -0.268
O 0.0849 0.5432 -4.0920 -2.072 0.036 -2.685
O -0.2954 -1.7380 3.9908 1.357 -2.664 3.522
O -4.3154 -2.5831 1.1895 0.280 -2.814 -0.270
O -4.0386 0.5429 -1.1156 2.642 -1.173 -1.027
O -0.5184 2.8419 -0.7257 1.899 0.918 -0.142
O 2.0247 1.3844 -1.7012 -0.785 -2.275 -0.837
O 2.7876 -0.7359 4.1504 2.216 -0.493 1.123
O 0.4470 1.3018 2.4608 -2.368 -2.740 0.048
O 3.2243 -2.8835 -1.7999 -0.212 -0.634 -2.047
```
Positions in Å, forces in eV/Å.

[4]
Entry from OMol25: 13 unconnected molecules or ions with the total composition H26O13 in a non-equilibrium geometry (ωB97M-V/def2-TZVPD).

The spin multiplicity is 1. The calculation puts the energy relative to the best compared isomer or geometry (same formula, charge and spin) at 240.1 kJ/mol. The LUMO energy is -0.9 eV. The gap between HOMO and LUMO comes out at 8.93 eV. For the HOMO energy, the calculation gives -9.78 eV.

Geometry as XYZ:
```
39
Properties=species:S:1:pos:R:3:forces:R:3
O 2.6313 1.1866 3.2595 0.593 -0.305 0.208
H 3.5953 1.1096 3.2165 -0.212 0.219 0.289
H 2.3803 0.7466 2.4455 -0.355 0.206 -0.261
O -2.1937 2.3726 -1.2075 0.308 -0.747 0.784
H -2.1267 1.4156 -1.3755 0.033 0.162 0.632
H -2.4307 2.6606 -2.0675 -0.302 0.926 -1.247
O -0.4467 1.2216 -3.5745 0.042 1.264 -1.007
H -0.3127 0.7656 -2.7635 -0.010 -0.737 1.143
H -0.6987 0.5656 -4.2145 -0.113 -0.466 -0.306
O 0.7413 -1.3184 2.5825 -0.231 0.272 0.180
H 0.5603 -2.2054 2.3185 -0.583 -1.209 -0.442
H 1.6433 -1.3724 2.8555 1.094 0.444 0.644
O 3.1363 0.0546 0.6875 -0.365 -1.273 -0.285
H 3.0023 -0.8694 0.4065 -0.332 0.243 0.259
H 4.0813 0.0986 0.6235 1.069 0.565 0.078
O 1.5403 -1.0664 -3.2385 -0.025 -1.466 -0.238
H 1.4583 -0.4864 -3.9805 -0.093 0.378 -0.927
H 1.6633 -0.4434 -2.5325 0.127 0.686 0.806
O -1.0307 -2.6624 -1.2875 0.834 0.917 0.153
H -0.2277 -2.1104 -1.3295 -0.569 0.241 0.050
H -0.6307 -3.5074 -1.4065 -0.084 -1.363 -0.255
O -3.2307 -0.1744 0.9475 1.341 0.183 0.231
H -3.7687 -0.3144 0.1875 -0.953 -0.125 -0.790
H -2.3637 -0.0334 0.5045 -0.513 -0.032 0.797
O -0.0567 2.5716 1.4055 -0.039 0.649 0.367
H -0.9867 2.6036 1.6465 -0.219 0.469 0.017
H -0.0087 1.6536 1.1785 0.183 -0.938 -0.415
O 1.5813 0.7446 -1.3355 0.194 1.427 -0.015
H 1.5913 1.7166 -1.5115 -0.265 -1.009 0.161
H 2.2873 0.6046 -0.6785 -0.032 0.302 0.011
O -0.3857 -0.1734 0.4545 -0.670 -0.205 0.070
H 0.3633 0.0766 -0.0805 0.403 0.321 -0.433
H -0.0647 -0.5164 1.2985 0.111 0.109 -0.060
O -2.3067 -0.3184 -1.7535 -0.662 1.420 -1.176
H -2.0317 -1.1984 -1.5545 0.266 -1.361 0.130
H -2.5567 -0.2724 -2.6935 0.128 -0.298 0.639
O -1.7467 -0.8844 3.9355 0.514 -0.538 1.029
H -1.7847 -0.9974 4.9085 -0.161 0.211 -0.826
H -0.8657 -1.2434 3.7245 -0.453 0.456 0.007
```
Positions in Å, forces in eV/Å.

[5]
Entry from OMol25: 13 unconnected molecules or ions with the total composition H26O13 in a non-equilibrium geometry (ωB97M-V/def2-TZVPD).

The spin multiplicity is 1. The calculation puts the energy relative to the best compared isomer or geometry (same formula, charge and spin) at 97.4 kJ/mol. The LUMO energy is 0.0 eV. The gap between HOMO and LUMO comes out at 10.40 eV. For the HOMO energy, the calculation gives -10.38 eV.

Geometry as XYZ:
```
39
Properties=species:S:1:pos:R:3:forces:R:3
O 1.5234 -1.8440 2.4618 0.160 0.086 0.171
H 0.8653 -1.6057 1.8089 -0.394 -0.059 -0.455
H 1.2591 -2.7133 2.7629 0.092 -0.218 0.133
O -0.3244 -0.5386 0.3821 -0.444 -0.527 0.422
H -0.2714 -0.5370 -0.5736 0.108 0.014 -0.509
H 0.4978 -0.1409 0.6687 0.536 0.916 -0.180
O -2.1095 -0.1224 -2.1913 0.247 0.199 0.170
H -2.3067 0.3003 -3.0271 0.072 0.133 -0.338
H -2.7469 -0.8335 -2.1257 -0.270 -0.532 0.190
O -0.2490 -2.3577 -3.1518 -0.379 -0.765 0.035
H -0.5827 -1.5566 -2.7480 -0.040 0.249 -0.015
H 0.4872 -2.0665 -3.6899 0.196 0.298 0.031
O 2.6168 0.6087 3.2179 0.138 0.586 -0.036
H 2.8203 0.5183 4.1488 0.050 0.140 0.155
H 2.3882 -0.2768 2.9351 -0.151 -0.874 0.055
O 0.1787 2.0049 -1.8738 0.336 -0.278 -0.634
H -0.5391 2.5444 -2.2054 -0.113 0.187 -0.065
H 0.0776 2.0295 -0.9222 -0.217 0.142 0.619
O -2.4566 -2.1760 0.1151 -0.688 -0.173 -0.415
H -1.8054 -1.4919 0.2706 0.380 0.165 0.310
H -2.2060 -2.8850 0.7073 -0.032 -0.154 0.048
O 1.9458 0.9758 0.5426 0.155 -0.382 -0.483
H 1.7956 1.8863 0.2884 -0.185 0.235 -0.098
H 2.1428 1.0173 1.4784 0.346 0.251 0.707
O -2.9505 1.2430 0.1933 0.033 0.727 0.376
H -3.1810 0.4009 0.5858 -0.200 -0.349 0.342
H -2.6059 1.0185 -0.6711 0.167 -0.290 -0.505
O -0.4976 2.6285 0.8229 0.560 0.301 0.096
H -0.5113 3.3170 1.4879 0.125 0.258 0.066
H -1.3571 2.2127 0.8903 -0.887 -0.608 -0.203
O 1.3767 -0.1618 -3.4962 0.185 -0.201 -0.323
H 2.3183 0.0091 -3.4744 0.299 -0.030 0.015
H 0.9886 0.5711 -3.0182 -0.307 0.517 0.368
O -3.0329 -0.2427 2.7431 -0.129 0.020 -0.084
H -2.1221 0.0422 2.6685 0.329 0.119 -0.113
H -3.1049 -0.5854 3.6339 -0.124 -0.111 0.201
O 4.0548 -0.7050 -0.7265 0.302 -0.356 -0.326
H 3.1232 -0.5221 -0.6047 -0.262 0.192 0.145
H 4.5006 0.0349 -0.3142 0.009 0.171 0.131
```
Positions in Å, forces in eV/Å.

[6]
Entry from OMol25: a molecular structure, H26O13 in a non-equilibrium geometry (ωB97M-V/def2-TZVPD).

The spin multiplicity is 1. The calculation puts the energy relative to the best compared isomer or geometry (same formula, charge and spin) at 1039.8 kJ/mol. The LUMO energy is -0.2 eV. The gap between HOMO and LUMO comes out at 8.60 eV. For the HOMO energy, the calculation gives -8.82 eV.

Geometry as XYZ:
```
39
Properties=species:S:1:pos:R:3:forces:R:3
H -0.8853 -0.4957 0.3400 -1.302 -1.426 0.430
H 0.3663 0.0903 0.2640 0.307 1.105 -0.071
H 4.5385 -1.0533 1.1127 1.555 1.133 0.706
H 5.1928 -0.1581 2.2189 0.586 -0.829 0.739
H 1.4994 -4.0860 -1.5121 -0.188 -0.919 0.023
H 2.0565 -2.7751 -1.6610 3.568 2.310 -1.135
H -3.5643 -2.8347 1.2458 -0.834 1.439 0.015
H -2.1587 -3.2195 0.6639 -1.775 -0.497 0.731
H 0.5337 4.1711 -0.8918 -0.676 0.027 0.590
H 1.2572 4.1771 -2.2041 0.303 -0.079 0.248
H -1.1148 0.7696 1.6079 0.114 1.238 -0.196
H -1.4076 2.2261 0.9733 0.544 -1.877 2.215
H 4.0746 0.8871 1.7245 -0.876 1.022 0.275
H 2.7924 0.6263 0.8824 -0.479 1.152 0.080
H -2.3821 -0.3262 -1.6295 3.127 -0.729 -0.725
H -1.1135 -1.2448 -1.2263 -0.461 0.806 -1.200
H -3.4792 -0.7756 -0.4601 1.369 1.991 1.652
H -5.0053 -1.0014 -0.6630 1.532 -0.256 0.092
H -0.7415 3.1168 -2.4035 -0.232 -0.414 0.979
H -1.1925 1.6844 -2.2183 0.561 1.257 1.665
H -4.2485 1.0673 -0.5561 0.733 -0.090 -1.581
H -4.3678 1.6812 0.7048 2.458 3.018 3.661
H 4.3460 -0.7599 -1.2609 0.362 -1.891 -1.502
H 5.1204 -1.9724 -1.9957 1.377 -0.195 0.178
H -0.6240 0.2227 3.8487 -0.509 0.342 0.162
H 0.6524 -0.2090 3.3520 3.390 -2.926 0.899
O -0.5530 0.3257 0.0494 3.900 0.527 2.602
O 5.2033 -0.3363 1.2862 8.639 -7.091 1.445
O 1.2854 -3.1682 -1.4156 -3.344 -1.230 1.168
O -3.0095 -3.5625 1.0646 2.645 -1.096 -0.739
O 1.3561 3.9064 -1.2804 0.810 0.271 -0.748
O -1.2301 1.6994 1.8416 -2.236 3.322 -1.515
O 3.7623 0.5738 0.8947 -9.430 4.510 -3.349
O -1.3430 -0.3910 -1.6627 -4.857 -2.006 -3.193
O -4.0910 -1.3694 -0.7848 -3.082 -1.940 -1.366
O -0.9799 2.5092 -1.6648 -0.687 -1.000 -2.635
O -4.8451 1.1762 0.1535 -3.181 -2.529 -2.046
O 4.2869 -1.5577 -1.8913 -1.847 2.156 1.449
O 0.0127 0.3862 3.1531 -1.885 1.393 -0.002
```
Positions in Å, forces in eV/Å.